{
  "formula": "C51H55NO4PS3TeTi",
  "method": "the ωB97M-V functional and the def2-TZVPD basis",
  "lumo_energy_ev": [0.32, -0.18],
  "spin_multiplicity": 4,
  "charge": 0,
  "homo_energy_ev": [-5.4826, -7.9624],
  "orbital_gap_ev": [5.798, 7.787],
  "molar_mass_g_mol": 1048.646,
  "fmax_ev_per_a": 3.215,
  "s2": 3.792,
  "species": ["Ti", "C", "C", "S", "C", "C", "S", "C", "C", "S", "H", "H", "H", "H", "H", "H", "H", "H", "H", "H", "H", "H", "O", "C", "O", "C", "P", "C", "C", "C", "C", "C", "C", "C", "C", "C", "C", "C", "C", "H", "H", "H", "H", "H", "H", "H", "H", "H", "H", "H", "H", "C", "C", "C", "C", "C", "C", "Te", "N", "C", "O", "C", "C", "C", "C", "C", "C", "C", "C", "C", "C", "C", "C", "C", "C", "C", "C", "H", "H", "H", "H", "H", "H", "H", "H", "H", "H", "H", "H", "H", "H", "H", "H", "H", "H", "H", "H", "H", "H", "H", "C", "C", "O", "C", "C", "C", "C", "C", "C", "H", "H", "H", "H", "H", "H", "H", "H"],
  "xyz": [[0.99290, -0.10468, -0.51182], [-3.42587, 1.11485, 1.19703], [-3.90618, -0.08374, 0.37609], [-2.57149, -1.18435, -0.17668], [-3.00252, -1.38541, -1.91650], [-2.94512, -0.11133, -2.76431], [-1.42912, 0.87985, -2.56486], [-2.16821, 2.52086, -2.34722], [-3.04858, 2.71929, -1.10732], [-2.22606, 2.23757, 0.42431], [-4.29217, 1.69765, 1.51211], [-2.89232, 0.78459, 2.08958], [-4.59641, -0.66962, 0.98261], [-4.44880, 0.24690, -0.50826], [-2.29035, -2.12714, -2.28030], [-4.00356, -1.81220, -1.97720], [-3.02412, -0.37557, -3.81891], [-3.78891, 0.53205, -2.52341], [-1.30283, 3.18713, -2.31284], [-2.74430, 2.75337, -3.24397], [-3.31740, 3.77397, -1.03814], [-3.97186, 2.14643, -1.18844], [-0.17430, 0.65251, 3.27337], [0.58366, 0.47969, 2.35454], [0.19026, 0.22533, 1.11046], [2.09854, 0.53295, 2.52133], [2.77821, -0.72024, 1.34120], [4.54121, -0.31415, 1.15384], [5.54728, -1.27459, 1.12614], [6.83680, -0.93811, 0.72231], [7.12855, 0.35714, 0.32697], [6.12299, 1.31658, 0.32731], [4.83807, 0.97777, 0.72505], [2.60671, -2.16545, 2.44797], [1.39619, -2.85451, 2.40544], [1.15077, -3.90390, 3.28279], [2.11689, -4.28078, 4.20291], [3.32044, -3.59266, 4.25982], [3.56137, -2.53309, 3.39266], [2.38316, 0.35463, 3.54954], [2.43362, 1.52083, 2.21963], [5.32558, -2.29694, 1.40976], [7.61132, -1.69646, 0.70536], [8.13530, 0.61733, 0.01584], [6.33316, 2.32910, 0.00071], [4.05830, 1.73112, 0.69150], [0.64092, -2.56811, 1.69177], [0.20179, -4.42396, 3.24544], [1.92925, -5.10662, 4.88102], [4.06993, -3.87082, 4.99095], [4.48973, -1.97736, 3.47098], [2.25031, -5.85338, -6.95601], [2.17402, -4.62409, -6.08307], [1.01964, -3.86064, -6.01247], [0.95487, -2.71522, -5.22776], [-0.36827, -1.96297, -5.17415], [2.09437, -2.30170, -4.50525], [1.80301, -0.47778, -3.39843], [2.54629, -1.13322, -1.67121], [1.59497, -2.06500, -1.27068], [0.32276, -1.67679, -1.49660], [1.92257, -3.38644, -0.76914], [3.24913, -3.74856, -0.52358], [3.55396, -5.01757, -0.05397], [2.54198, -5.94717, 0.16994], [1.22120, -5.59290, -0.08707], [0.91188, -4.32308, -0.55122], [3.61367, 0.37146, -4.07093], [4.65683, 0.51531, -3.17109], [5.82365, 1.15644, -3.55740], [5.93119, 1.66174, -4.84332], [4.87349, 1.53498, -5.73192], [3.68842, 0.89900, -5.36250], [2.54454, 0.79429, -6.35313], [3.26425, -3.08497, -4.52756], [4.54043, -2.78773, -3.77205], [3.26502, -4.23241, -5.31799], [1.36128, -5.95654, -7.57779], [2.34847, -6.75596, -6.34985], [3.12098, -5.80475, -7.61101], [0.13954, -4.16600, -6.57734], [-1.15867, -2.54523, -5.64693], [-0.31055, -0.99870, -5.68718], [-0.66933, -1.77237, -4.14269], [4.03144, -3.01630, -0.69780], [4.58901, -5.28474, 0.13974], [2.78121, -6.93951, 0.53918], [0.42645, -6.31158, 0.07993], [-0.11394, -4.03678, -0.74077], [4.54908, 0.13106, -2.16290], [6.63828, 1.26972, -2.85067], [6.83771, 2.16942, -5.15482], [4.96032, 1.94552, -6.73317], [2.70049, 1.45719, -7.20265], [1.58959, 1.06733, -5.89570], [2.44671, -0.23055, -6.72978], [4.36300, -2.18350, -2.89279], [5.25417, -2.26416, -4.41611], [5.00049, -3.72545, -3.45379], [4.16472, -4.84647, -5.33243], [2.45806, 3.20002, -2.85818], [1.98195, 2.72643, -1.51222], [1.38921, 1.51286, -1.46851], [2.03977, 3.61623, -0.39670], [1.14364, 3.52030, 0.68929], [1.17457, 4.42766, 1.73459], [2.11303, 5.45778, 1.75404], [3.00361, 5.57826, 0.68661], [2.96695, 4.68895, -0.37446], [1.92223, 2.66097, -3.64262], [3.52848, 3.04186, -3.02330], [2.26026, 4.26744, -2.97902], [0.38103, 2.75605, 0.66694], [0.45039, 4.33250, 2.53785], [2.14514, 6.15945, 2.57932], [3.73504, 6.37994, 0.68337], [3.68295, 4.79695, -1.18370]],
  "forces_ev_per_a": [[1.20, -0.41, -0.11], [0.10, 0.01, -0.20], [0.21, 0.03, 0.04], [0.09, 0.01, 0.13], [0.13, 0.17, 0.10], [0.16, -0.07, 0.00], [-0.29, -0.11, 0.00], [0.09, -0.08, 0.15], [0.11, -0.05, -0.02], [-0.02, -0.12, 0.12], [-0.05, -0.04, 0.08], [-0.02, -0.04, 0.04], [-0.10, 0.07, 0.04], [-0.08, 0.01, 0.03], [0.01, 0.00, -0.01], [-0.03, -0.08, -0.17], [-0.14, -0.06, -0.03], [-0.03, 0.02, -0.05], [-0.06, 0.04, 0.02], [0.04, 0.11, -0.03], [-0.08, 0.00, -0.11], [-0.03, 0.09, -0.07], [-0.18, 0.06, 0.21], [-0.11, -0.16, -0.58], [-1.39, 0.96, 2.74], [0.05, -0.16, -0.31], [-0.13, 0.40, 0.74], [-0.08, -0.24, -0.30], [0.16, -0.10, -0.01], [-0.10, -0.11, 0.05], [0.04, 0.07, -0.02], [-0.02, 0.04, -0.01], [0.09, 0.21, 0.06], [0.07, -0.16, -0.21], [0.13, -0.13, 0.17], [0.01, 0.10, -0.05], [-0.02, -0.05, 0.01], [0.06, 0.11, -0.06], [0.05, 0.01, 0.16], [0.04, -0.01, 0.21], [0.00, 0.28, -0.07], [0.03, 0.02, -0.04], [-0.05, 0.02, 0.03], [-0.10, -0.01, 0.01], [-0.02, -0.04, 0.04], [-0.01, 0.05, -0.06], [-0.17, 0.04, -0.15], [0.02, 0.01, -0.03], [0.02, 0.07, -0.05], [-0.01, 0.02, -0.03], [-0.05, -0.07, 0.01], [0.00, 0.10, 0.13], [0.09, -0.10, -0.06], [-0.12, -0.01, -0.05], [-0.07, 0.15, 0.11], [0.32, -0.08, -0.01], [-0.46, -0.05, -0.23], [0.99, -0.59, -1.35], [-0.18, -0.50, -0.60], [0.01, 0.02, -0.08], [-0.04, -1.04, -0.34], [-0.05, 0.18, -0.19], [0.24, -0.08, 0.05], [0.03, 0.09, 0.01], [0.00, 0.02, -0.01], [-0.02, 0.08, 0.00], [-0.14, -0.25, 0.11], [-0.13, 0.22, 0.05], [0.07, -0.03, 0.16], [0.06, 0.03, 0.06], [0.06, 0.05, -0.05], [-0.10, -0.02, -0.06], [-0.04, 0.00, -0.22], [0.20, -0.16, 0.22], [-0.08, 0.03, -0.02], [-0.15, 0.02, -0.16], [0.04, -0.06, -0.04], [0.01, 0.01, 0.03], [-0.01, 0.01, 0.00], [0.00, -0.01, -0.01], [0.13, 0.05, 0.08], [0.06, -0.01, -0.02], [-0.01, 0.00, 0.03], [-0.03, 0.02, 0.06], [-0.04, -0.07, -0.01], [-0.11, 0.03, -0.01], [-0.02, 0.11, -0.04], [0.04, 0.04, -0.01], [-0.03, -0.01, -0.01], [0.02, -0.02, 0.00], [-0.06, -0.03, -0.03], [-0.06, -0.04, 0.01], [-0.01, -0.02, 0.06], [0.04, -0.01, 0.01], [-0.01, 0.02, 0.02], [0.01, 0.08, 0.04], [-0.05, 0.13, 0.14], [-0.06, 0.01, 0.05], [-0.02, 0.04, -0.04], [-0.09, 0.10, -0.01], [-0.06, -0.11, 0.12], [-0.10, -0.40, -0.22], [0.39, 1.75, -0.10], [-0.06, -0.01, 0.06], [0.02, -0.09, 0.11], [0.05, -0.07, -0.01], [0.01, -0.03, -0.08], [-0.04, -0.06, -0.04], [0.04, 0.04, 0.05], [0.00, 0.01, 0.00], [0.03, -0.03, -0.03], [0.01, -0.02, -0.02], [0.00, -0.09, 0.05], [0.06, -0.01, -0.06], [-0.01, -0.04, -0.06], [-0.03, -0.06, 0.00], [-0.09, 0.01, 0.07]]
}